No. 1
DFT (ωB97M-V with the def2-TZVPD basis set) results for 3 unconnected molecules or ions with the total composition C25H35F2IN2O5P in a non-equilibrium geometry.

Properties
- Net charge: +1
- Max |F|: 3.89 eV/A
- HOMO: -10.560 eV
- Frontier orbital gap: 7.0 eV
- E: -62528.9907 eV

Positions of all 71 atoms, in Å:
1 C 2.41 0.61 1.16
2 C 2.42 -0.88 0.83
3 C 1.33 -1.45 -0.11
4 I -0.26 -0.08 -0.59
5 C 1.82 -2.09 -1.43
6 C 3.08 -3.02 -1.32
7 C 4.20 -2.41 -2.19
8 C 5.56 -2.56 -1.48
9 O 6.49 -1.52 -1.78
10 C 6.59 -0.56 -0.84
11 C 7.88 0.19 -0.86
12 O 5.66 -0.32 -0.09
13 N 3.72 -1.00 -2.31
14 N 4.40 -0.10 -3.13
15 C 4.20 1.18 -3.14
16 C 4.52 2.11 -2.00
17 C 3.69 1.84 -4.38
18 C 2.24 -1.12 -2.54
19 P 1.67 -1.84 -4.13
20 O 2.34 -3.09 -4.47
21 O 1.79 -0.73 -5.26
22 O 0.11 -2.03 -3.87
23 H 3.26 0.82 1.80
24 H 2.53 1.24 0.27
25 H 1.52 0.90 1.72
26 H 3.42 -1.14 0.48
27 H 2.31 -1.41 1.79
28 H 0.82 -2.24 0.43
29 H 1.05 -2.80 -1.72
30 H 2.89 -4.01 -1.72
31 H 3.36 -3.17 -0.27
32 H 4.30 -2.90 -3.15
33 H 6.02 -3.47 -1.87
34 H 5.43 -2.69 -0.41
35 H 8.69 -0.40 -1.26
36 H 7.74 1.08 -1.47
37 H 8.08 0.51 0.16
38 H 3.81 -0.67 -1.33
39 H 5.28 2.80 -2.38
40 H 4.94 1.59 -1.14
41 H 3.66 2.72 -1.74
42 H 4.25 2.75 -4.62
43 H 2.68 2.17 -4.13
44 H 3.70 1.16 -5.23
45 H 1.74 -0.16 -2.44
46 H 1.26 0.05 -5.06
47 H -0.29 -1.33 -3.32
48 F -1.70 -0.49 2.66
49 C -3.01 -0.16 2.52
50 C -3.92 -1.16 2.28
51 C -5.26 -0.82 2.14
52 C -5.65 0.51 2.23
53 C -4.71 1.50 2.47
54 C -3.37 1.17 2.62
55 H -3.59 -2.19 2.21
56 H -5.99 -1.59 1.96
57 H -6.69 0.76 2.11
58 H -5.02 2.53 2.53
59 H -2.62 1.92 2.81
60 F -8.95 0.36 2.46
61 C -9.34 1.25 3.40
62 C -10.67 1.29 3.76
63 C -11.07 2.20 4.73
64 C -10.14 3.05 5.31
65 C -8.81 2.99 4.93
66 C -8.39 2.08 3.97
67 H -11.38 0.62 3.29
68 H -12.11 2.24 5.03
69 H -10.46 3.76 6.07
70 H -8.09 3.66 5.38
71 H -7.36 2.02 3.67

=====

No. 2
DFT (ωB97M-V with the def2-TZVPD basis set) results for 2 unconnected molecules or ions with the total composition C10H16O in a non-equilibrium geometry.

Properties
- Max |F|: 1.99 eV/A
- HOMO: -9.190 eV
- Frontier orbital gap: 10.1 eV
- E: -12676.5900 eV
- Energy above the lowest of the compared OMol25 structures with the same formula, charge and spin: 1.135 eV

Positions of all 27 atoms, in Å:
1 C -0.55 -2.60 -0.86
2 C 0.19 -0.35 -1.78
3 C 0.44 -1.46 -0.98
4 C 1.12 0.68 -1.79
5 C 2.25 0.62 -1.00
6 C 1.57 -1.50 -0.18
7 C 2.52 -0.49 -0.21
8 H -0.61 -0.43 -2.51
9 H 0.95 1.57 -2.39
10 H -1.44 -2.37 -1.46
11 H -0.76 -2.90 0.15
12 H 2.97 1.43 -1.04
13 H 1.77 -2.44 0.33
14 H 3.32 -0.48 0.53
15 H -0.17 -3.46 -1.43
16 C -1.52 0.93 1.20
17 C -1.61 2.32 0.62
18 C -0.16 0.64 1.81
19 O -2.63 0.61 2.07
20 H -1.69 0.12 0.48
21 H -0.64 2.57 0.20
22 H 0.02 1.43 2.55
23 H -0.09 -0.35 2.27
24 H 0.62 0.79 1.07
25 H -2.37 0.64 3.00
26 H -1.92 3.03 1.38
27 H -2.29 2.38 -0.24

=====

No. 3
DFT (ωB97M-V with the def2-TZVPD basis set) results for a molecular structure, C36H40O3P2SZn in a non-equilibrium geometry.

Properties
- Max |F|: 3.87 eV/A
- HOMO: -4.705 eV
- Frontier orbital gap: 4.8 eV
- E: -121943.8714 eV
- Energy above the lowest of the compared OMol25 structures with the same formula, charge and spin: 0.000 eV

Positions of all 83 atoms, in Å:
1 Zn -0.62 0.75 0.21
2 C -2.14 0.92 -2.77
3 C -2.13 -0.54 -2.56
4 C -1.47 -1.47 -3.60
5 C -0.04 -1.00 -3.89
6 C 0.55 -0.29 -2.70
7 C 0.52 1.05 -2.47
8 C -0.04 2.01 -3.47
9 C -1.49 1.61 -3.88
10 C 2.02 0.80 2.99
11 H -3.01 1.42 -2.33
12 H -3.19 -0.86 -2.54
13 H -2.10 -1.51 -4.50
14 H -1.44 -2.49 -3.20
15 H 0.56 -1.91 -4.12
16 H -0.01 -0.37 -4.80
17 H 1.26 -0.95 -2.17
18 H 1.23 1.56 -1.80
19 H 0.56 2.05 -4.39
20 H -0.02 3.04 -3.08
21 H -2.03 2.53 -4.16
22 H -1.50 0.95 -4.75
23 H 1.05 1.31 3.05
24 H 2.80 1.41 3.47
25 H 1.91 -0.17 3.50
26 P -1.70 -0.97 -0.84
27 P 2.49 0.42 1.32
28 C 0.08 -1.22 0.03
29 C 1.15 -0.25 0.19
30 C -2.75 -2.28 -0.18
31 C -2.77 -3.51 -0.87
32 C -3.40 -4.60 -0.29
33 C -3.98 -4.48 0.98
34 C -3.98 -3.26 1.66
35 C -3.38 -2.15 1.07
36 C -2.71 0.72 -0.26
37 C -2.12 2.04 -0.21
38 C -2.89 3.14 0.22
39 C -4.28 2.98 0.26
40 C -4.88 1.74 0.02
41 C -4.10 0.58 -0.20
42 C 3.86 -0.74 1.31
43 C 3.61 -2.03 1.82
44 C 4.65 -2.95 1.91
45 C 5.94 -2.59 1.51
46 C 6.19 -1.31 1.01
47 C 5.16 -0.37 0.93
48 C 2.98 1.99 0.56
49 C 2.57 3.18 1.18
50 C 2.78 4.41 0.55
51 C 3.40 4.47 -0.71
52 C 3.81 3.29 -1.32
53 C 3.60 2.05 -0.70
54 H 0.05 -2.13 0.64
55 H 1.61 0.04 -0.76
56 H -2.25 -3.58 -1.84
57 H -3.38 -5.58 -0.81
58 H -4.42 -5.35 1.46
59 H -4.38 -3.17 2.66
60 H -3.37 -1.18 1.57
61 H -1.13 2.29 -0.70
62 H -2.40 4.10 0.42
63 H -4.90 3.87 0.39
64 H -5.96 1.65 -0.05
65 H -4.56 -0.40 -0.37
66 H 2.60 -2.29 2.18
67 H 4.46 -3.94 2.32
68 H 6.75 -3.31 1.58
69 H 7.20 -1.01 0.73
70 H 5.36 0.64 0.59
71 H 2.07 3.16 2.15
72 H 2.45 5.34 1.04
73 H 3.56 5.43 -1.19
74 H 4.31 3.30 -2.29
75 H 3.95 1.16 -1.21
76 C -1.15 -0.63 5.18
77 S -0.90 -1.15 3.49
78 O 0.47 -1.68 3.45
79 O -1.92 -2.19 3.31
80 O -1.10 0.05 2.58
81 H -0.66 -1.36 5.84
82 H -2.23 -0.61 5.38
83 H -0.69 0.36 5.30

=====

No. 4
DFT (ωB97M-V with the def2-TZVPD basis set) results for 2 unconnected molecules or ions with the total composition ClH2NO2Si in a non-equilibrium geometry.

Properties
- Max |F|: 2.80 eV/A
- HOMO: -10.763 eV
- Frontier orbital gap: 9.7 eV
- E: -26013.8827 eV
- Energy above the lowest of the compared OMol25 structures with the same formula, charge and spin: 2.381 eV

Positions of all 7 atoms, in Å:
1 N -4.73 -0.72 -0.55
2 O -4.53 -0.81 -1.68
3 O 1.21 0.72 -0.13
4 Si -0.16 0.67 0.45
5 Cl -5.00 0.86 0.11
6 H -1.30 0.69 -0.36
7 H -0.58 0.50 1.79

=====

| no. | LUMO energy (eV) |
| --- | --- |
| 1 | -3.6 |
| 2 | 1.0 |
| 3 | 0.1 |
| 4 | -1.0 |